(1)
Computed, not measured: a structure of composition CF3MgNO3PtS3 in a non-equilibrium geometry, with the ωB97M-V functional and the def2-TZVPD basis.

Geometry (Å):
Pt1 -0.270 -1.291 1.971
N1 -1.184 0.096 -0.534
S1 -1.429 -1.618 -0.672
O1 -1.825 -1.858 0.929
S2 0.317 0.497 -0.056
O2 0.914 -0.621 0.794
O3 0.380 2.022 0.905
C1 1.413 0.439 -1.566
F1 1.397 -0.750 -2.138
F2 0.984 1.352 -2.420
F3 2.647 0.733 -1.189
Mg1 -2.372 0.014 0.963
S3 -0.973 0.985 3.013

As for the multiplicity: 3. For the HOMO-LUMO gap (alpha / beta), the calculation gives 6.295 / 5.810 eV. As for the HOMO energy (alpha / beta): -7.69 / -7.26 eV. The total energy comes out at -58011.445 eV. Its expectation value of S² is 2.016. The value obtained for the strongest force on any atom is 9.18 eV Å⁻¹.

=====

(2)
Computed, not measured: a structure of composition CF3NNaO4S3V in a non-equilibrium geometry, with the ωB97M-V functional and the def2-TZVPD basis.

Geometry (Å):
Na1 -1.456 1.941 0.723
N1 0.096 0.286 0.965
S1 1.101 -0.350 0.088
O1 0.658 -0.648 -1.356
C1 2.316 1.023 -0.282
F1 2.914 1.401 0.845
F2 1.608 2.062 -0.752
F3 3.227 0.656 -1.173
V1 -1.308 -0.571 -0.929
S2 -3.804 -0.340 0.501
O2 -2.796 0.599 -0.463
S3 -2.246 -2.030 1.310
O3 -1.882 -2.380 -0.246
O4 1.572 -1.649 0.769

As for the multiplicity: 4. The net charge is -1. For the HOMO-LUMO gap (alpha / beta), the calculation gives 4.838 / 5.470 eV. As for the HOMO energy (alpha / beta): -3.19 / -3.83 eV. The total energy comes out at -81479.237 eV. Its energy above the lowest of the compared OMol25 structures with the same formula, charge and spin is 0.0 kJ/mol. Its expectation value of S² is 3.759. The value obtained for the strongest force on any atom is 5.02 eV Å⁻¹.

=====

(3)
Computed, not measured: a structure of composition CF3NO2S2Tm in a non-equilibrium geometry, with the ωB97M-V functional and the def2-TZVPD basis.

Geometry (Å):
Tm1 -1.903 1.753 1.716
N1 -0.079 0.374 1.420
S1 1.125 -0.182 2.578
S2 0.245 0.641 -0.089
O1 1.556 1.104 -0.531
O2 -0.975 1.433 -0.515
C1 0.043 -0.992 -0.985
F1 0.200 -0.803 -2.287
F2 0.951 -1.851 -0.551
F3 -1.165 -1.478 -0.756

As for the multiplicity: 3. The net charge is +1. For the HOMO-LUMO gap (alpha / beta), the calculation gives 7.217 / 6.933 eV. As for the HOMO energy (alpha / beta): -13.29 / -12.94 eV. The total energy comes out at -65965.308 eV. Its energy above the lowest of the compared OMol25 structures with the same formula, charge and spin is 0.0 kJ/mol. Its expectation value of S² is 2.006. The value obtained for the strongest force on any atom is 3.71 eV Å⁻¹.

=====

(4)
Computed, not measured: a structure of composition CF3NO4S2Tl in a non-equilibrium geometry, with the ωB97M-V functional and the def2-TZVPD basis.

Geometry (Å):
N1 0.644 1.185 0.733
S1 2.267 1.140 0.315
O1 2.233 0.703 -1.190
O2 3.131 0.042 0.940
S2 -0.391 0.003 0.658
O3 0.310 -1.102 -0.100
O4 -1.182 0.343 1.855
Tl1 2.057 -1.229 -0.885
C1 -1.959 -0.234 -0.389
F1 -2.739 -1.157 0.153
F2 -2.622 0.911 -0.450
F3 -1.749 -0.607 -1.641

The net charge is +1. For the HOMO-LUMO gap (alpha / beta), the calculation gives 6.298 / 5.709 eV. As for the HOMO energy (alpha / beta): -15.52 / -15.29 eV. The total energy comes out at -45217.391 eV. The value obtained for the strongest force on any atom is 6.69 eV Å⁻¹.

=====

(5)
Computed, not measured: a cluster of 2 separate species, CF3NOS in total in a non-equilibrium geometry, with the ωB97M-V functional and the def2-TZVPD basis.

Geometry (Å):
C1 1.737 1.176 -1.238
N1 1.307 0.989 -0.202
O1 -0.681 -0.371 -0.226
F1 2.232 1.328 -2.377
F2 -1.284 -2.209 1.370
F3 -2.440 -0.254 1.485
S1 -0.872 -0.659 1.188

For the HOMO-LUMO gap, the calculation gives 11.992 eV. As for the HOMO energy: -11.63 eV. The total energy comes out at -23560.125 eV. Its energy above the lowest of the compared OMol25 structures with the same formula, charge and spin is 88.5 kJ/mol. The value obtained for the strongest force on any atom is 3.25 eV Å⁻¹.

=====

(6)
Computed, not measured: a structure of composition CF3O3STl in a non-equilibrium geometry, with the ωB97M-V functional and the def2-TZVPD basis.

Geometry (Å):
Tl1 0.034 -4.207 0.830
C1 0.578 1.327 -0.306
F1 1.558 1.310 0.534
F2 -0.092 2.508 -0.465
F3 1.191 1.061 -1.455
S1 -0.618 -0.239 0.095
O1 -1.273 0.135 1.368
O2 -1.624 -0.447 -0.958
O3 0.246 -1.449 0.356

The net charge is +2. For the HOMO-LUMO gap, the calculation gives 4.802 eV. As for the HOMO energy: -21.49 eV. The total energy comes out at -30832.617 eV. Its energy above the lowest of the compared OMol25 structures with the same formula, charge and spin is 286.2 kJ/mol. The value obtained for the strongest force on any atom is 10.96 eV Å⁻¹.

=====

(7)
Computed, not measured: a structure of composition CF3Pd in a non-equilibrium geometry, with the ωB97M-V functional and the def2-TZVPD basis.

Geometry (Å):
C1 0.067 -0.342 -0.008
F1 0.462 0.467 0.934
F2 1.212 -0.673 -0.557
Pd1 -1.531 -1.018 -0.864
F3 -1.563 0.487 0.090

As for the multiplicity: 4. For the HOMO-LUMO gap (alpha / beta), the calculation gives 5.409 / 8.313 eV. As for the HOMO energy (alpha / beta): -6.66 / -11.14 eV. The total energy comes out at -12660.997 eV. Its expectation value of S² is 3.759. The value obtained for the strongest force on any atom is 8.51 eV Å⁻¹.

=====

(8)
Computed, not measured: an isolated molecule of CF5N2P in a non-equilibrium geometry, with the ωB97M-V functional and the def2-TZVPD basis.

Geometry (Å):
C1 0.930 0.232 0.037
N1 0.607 -1.011 0.093
N2 -0.147 0.935 0.353
F1 2.132 0.802 -0.091
F2 1.512 -1.998 0.230
F3 -0.302 2.186 -0.237
F4 -2.763 0.338 0.307
F5 -1.756 -1.074 -1.105
P1 -1.563 -0.718 0.433

For the HOMO-LUMO gap, the calculation gives 10.027 eV. As for the HOMO energy: -10.20 eV. The total energy comes out at -26889.623 eV. Its energy above the lowest of the compared OMol25 structures with the same formula, charge and spin is 112.3 kJ/mol. The value obtained for the strongest force on any atom is 2.40 eV Å⁻¹.

=====

(9)
Computed, not measured: a cluster of 2 separate species, CFN4S in total in a non-equilibrium geometry, with the ωB97M-V functional and the def2-TZVPD basis.

Geometry (Å):
C1 -1.510 -1.481 0.220
N1 1.718 -0.010 -0.797
N2 -2.068 -2.471 0.427
N3 2.009 1.113 -0.615
N4 2.421 2.194 -0.504
F1 -1.995 0.749 1.108
S1 -0.576 -0.095 0.163

The net charge is -1. For the HOMO-LUMO gap (alpha / beta), the calculation gives 6.574 / 6.575 eV. As for the HOMO energy (alpha / beta): -4.26 / -4.26 eV. The total energy comes out at -20548.138 eV. Its energy above the lowest of the compared OMol25 structures with the same formula, charge and spin is 167.4 kJ/mol. The value obtained for the strongest force on any atom is 3.00 eV Å⁻¹.

=====

(10)
Computed, not measured: a cluster of 2 separate species, CFNO2 in total in a non-equilibrium geometry, with the ωB97M-V functional and the def2-TZVPD basis.

Geometry (Å):
C1 -0.533 0.514 -0.260
N1 1.101 -0.956 -0.076
O1 -1.488 0.349 0.398
O2 1.140 -1.513 0.930
F1 -0.220 1.606 -0.992

For the HOMO-LUMO gap (alpha / beta), the calculation gives 8.389 / 8.122 eV. As for the HOMO energy (alpha / beta): -9.33 / -9.31 eV. The total energy comes out at -9335.471 eV. Its energy above the lowest of the compared OMol25 structures with the same formula, charge and spin is 95.2 kJ/mol. The value obtained for the strongest force on any atom is 2.29 eV Å⁻¹.